Entry 1:
The following is a quantum chemistry calculation of a structure of composition C19H25CuN6O4S3, from the OMol25 dataset.

Results
HOMO-LUMO gap (spin up / spin down) ... 7.16 / 6.53 eV
Calculated total energy ... -114388.6273 eV
Charge ... -1
2S+1 ... 2
Energy relative to the best compared isomer or geometry (same formula, charge and spin) ... 0.210 eV
Expectation value of S² ... 0.75

Geometry (Å):
H1 -4.18852 -0.63027 -1.80444
H2 -2.08633 -1.50715 -3.64581
N1 -0.39033 -0.15016 1.57984
S1 5.03066 -5.27200 -0.10223
H3 -4.35294 1.24653 -2.93858
C1 -0.40339 0.84141 2.38269
O1 4.54687 -6.02042 -1.25302
H4 -5.89970 -1.86761 -3.14357
H5 -0.60626 4.45162 -0.56354
C2 -3.89171 -1.29635 -2.60340
N2 -0.47913 -3.63203 1.76500
C3 -1.88247 0.21728 -2.75926
C4 2.39643 -2.32074 -1.09042
H6 0.09873 -3.75554 2.58065
H7 -3.75153 2.58010 -0.23642
N3 -2.65350 -0.79425 -3.21047
H8 -0.38618 2.79956 4.06718
H9 -0.41291 -4.34620 1.06059
C5 -0.43708 3.17873 3.05126
H10 -4.52519 1.01136 -0.41980
H11 2.44746 0.58950 0.41515
C6 -0.44375 2.24747 2.00288
H12 -0.37965 0.60931 3.44665
H13 -0.48934 5.23206 3.66264
H14 -3.67794 2.84054 -2.73169
C7 2.82382 -1.26054 -0.30874
C8 -0.56868 4.10348 0.46192
C9 -4.38906 1.98471 -0.89303
H15 -4.70449 -2.16299 -4.40895
C10 3.08356 -3.52867 -1.05012
H16 -0.60222 6.05784 1.31114
H17 -5.25922 -0.51791 -4.09745
H18 -3.65605 -2.24928 -2.12801
H19 5.47080 -2.75090 1.20504
H20 2.77238 -4.36918 -1.65684
C11 4.17974 -3.69328 -0.21310
S2 -0.17221 0.07663 -2.88651
S3 -1.15085 -2.13459 -0.34048
C12 -5.00499 -1.46780 -3.62335
O2 6.44067 -4.91633 -0.15609
H21 2.19424 0.47582 -1.19503
N4 2.08635 -0.01624 -0.31300
O3 4.60248 -5.80581 1.18306
C13 3.93536 -1.41047 0.51136
Cu1 -0.23215 -0.01189 -0.36559
N5 -0.32061 -1.40481 2.15772
C14 -0.59804 -2.35344 1.31004
H22 -5.35954 2.47825 -0.96731
C15 4.60520 -2.62302 0.56708
C16 -0.51097 2.70660 0.66224
C17 -0.56326 4.99354 1.51355
N6 -2.40480 1.30575 -2.19618
C18 -0.49515 4.53804 2.83315
H23 4.26860 -0.57526 1.12093
H24 1.52114 -2.20152 -1.72140
O4 -0.53356 1.91944 -0.38331
H25 -1.71408 1.82066 -1.64215
C19 -3.75121 1.85345 -2.26995

Atoms 1-3, force components in eV/Å:
0.00 0.12 0.12
0.01 0.00 0.05
-0.01 -0.11 0.21

natural (NBO) atomic charge list, values in e, 6 entries: 0.206, 0.416, -0.369, 2.418, 0.198, 0.126

=====

Entry 2:
The following is a quantum chemistry calculation of a structure of composition Cl2F3O8Sr3 in a non-equilibrium geometry, from the OMol25 dataset.

Results
HOMO-LUMO gap (spin up / spin down) ... 6.53 / 2.23 eV
Calculated total energy ... -52056.8810 eV
Charge ... +2
2S+1 ... 2
Expectation value of S² ... 0.76

Geometry (Å):
O1 -3.14254 2.88919 2.21669
F1 0.38670 -0.21948 0.52281
O2 1.84273 -3.96534 0.14537
Cl1 1.54767 -3.56967 -1.21750
Cl2 -2.18649 3.15834 1.25979
O3 -1.47938 1.94609 0.98802
Sr1 2.12247 -0.61487 2.16899
O4 -1.13697 4.09077 1.61707
O5 0.59706 -4.49333 -1.69099
O6 -2.75779 3.70289 -0.06752
F2 -1.06478 0.51485 -1.95037
O7 0.95672 -2.26524 -1.33530
Sr2 0.81753 2.07465 -0.88690
O8 2.62898 -3.46326 -2.03786
Sr3 -1.89203 -1.25999 -0.42834
F3 2.76013 1.47440 0.69604

Atoms 1-3, force components in eV/Å:
-1.41 0.96 0.48
-0.40 0.15 0.89
0.53 1.44 0.82

natural (NBO) atomic charge list, values in e, 6 entries: -0.651, -0.961, -0.901, 2.610, 2.453, -0.857

=====

Entry 3:
The following is a quantum chemistry calculation of a structure of composition C53H54AsHfN4O3P in a non-equilibrium geometry, from the OMol25 dataset.

Results
HOMO-LUMO gap ... 6.27 eV
Calculated total energy ... -139367.2123 eV
Charge ... +2

Geometry (Å):
C1 3.67583 1.77813 1.31618
N1 -0.84496 2.84576 -1.29978
C2 -5.52648 2.02643 -1.25222
H1 -1.32173 -3.06180 -6.25606
C3 -0.30261 -1.44614 1.93428
H2 4.62891 -1.11899 -3.22713
H3 5.57600 0.79395 1.19952
H4 -2.21417 3.69588 4.84532
H5 0.25357 -4.91073 -2.73806
C4 0.48034 -1.74809 5.03385
C5 2.29853 1.63318 1.24625
C6 -0.72422 -3.03431 -2.43388
H6 -0.46216 -6.32084 0.53740
H7 -0.27705 1.77503 -3.70414
H8 0.33208 -1.24740 2.80767
C7 -3.22233 2.61523 -1.24226
H9 0.10950 -2.30758 1.41306
H10 -3.51583 3.14662 2.81948
H11 -2.15908 -0.74810 2.78038
C8 -3.28471 -0.93100 -2.06432
C9 -1.00658 -4.84402 1.99172
C10 -1.15411 -3.05481 -5.18756
C11 4.50433 0.68271 1.12321
As1 -2.00063 -2.92555 3.86181
C12 0.81746 -6.08578 3.65769
H12 0.23647 -4.66031 5.13713
H13 4.24709 1.68573 -1.39333
H14 -2.37606 -1.96260 1.52230
H15 2.22334 -0.79279 5.83412
H16 4.53775 0.17575 -4.44940
H17 5.36284 0.45855 -2.90735
H18 1.18904 -7.41628 2.01929
H19 3.18626 5.89729 -2.83279
C13 2.17052 -0.19519 -2.88981
P1 -0.06071 0.11823 1.01407
H20 1.19783 4.83511 1.35082
C14 1.14562 -0.87663 5.88360
H21 0.96355 1.18131 3.51182
C15 0.09779 -4.99014 4.11609
C16 1.73309 4.43547 -3.42609
Hf1 -0.76140 0.75333 -1.58033
O1 -4.00161 -1.89076 -2.17818
C17 -3.82876 0.41371 -1.65648
O2 -2.17915 4.74269 -1.13711
C18 -2.42469 -0.90059 -5.11266
H22 0.95241 0.54388 7.47972
H23 -2.68494 -1.23684 6.12283
H24 -1.29939 -2.76659 -0.36545
C19 -0.54647 2.46682 4.29375
C20 2.09360 -1.46740 -3.66578
H25 0.01974 -3.91093 -0.61614
H26 1.66597 2.49029 1.41739
C21 0.28867 3.65831 -1.67096
H27 -0.20834 3.82421 0.98614
H28 0.31610 -2.18687 -0.76996
C22 -0.06745 2.81177 -4.03587
H29 2.03646 4.43325 -4.46359
H30 -3.49697 -1.09202 -5.03801
C23 4.53016 -0.04906 -3.38366
H31 2.43689 5.96997 -0.49843
H32 -4.77312 4.04072 -0.93340
C24 -2.52993 2.72745 2.95976
H33 0.50676 2.67231 -4.95112
H34 2.59989 -1.37151 -4.62498
H35 -5.90220 -0.07528 -1.66366
C25 -1.99522 1.87620 2.00579
N2 3.29544 0.45241 -2.76460
C26 2.37514 5.25900 -2.51104
H36 -0.12537 -4.93473 -5.17727
C27 -1.60869 -1.13496 6.03988
C28 -0.27161 -4.09302 -3.21391
H37 -2.60297 1.62205 1.14614
C29 2.57756 -0.71454 0.78965
H38 -6.56980 2.29732 -1.16175
H39 -1.03264 3.25060 -4.29767
N3 -2.89000 1.34870 -1.50801
H40 0.01136 2.67601 5.19534
N4 -1.90670 -0.88101 -2.28393
C30 -0.41920 -2.97903 -0.97389
H41 -0.27393 5.55282 0.70675
C31 -0.80798 -4.34723 3.27851
H42 2.58829 -2.26551 -3.10859
C32 -4.54273 3.00144 -1.11880
C33 -0.90798 -1.88411 5.09872
C34 -1.41162 -1.99793 -3.05373
C35 -1.80084 3.03196 4.10002
C36 -1.63978 -1.98794 -4.43470
H43 4.09816 2.74882 1.53439
C37 -0.94355 -0.25775 6.88812
H44 2.50266 1.98634 -1.54356
H45 2.16694 -1.70063 0.61128
H46 -2.23972 0.08766 -4.68093
C38 -2.04026 3.54782 -1.19226
C39 -0.28482 -5.93559 1.53314
H47 -2.17516 -0.84989 -6.17081
C40 0.37572 4.67918 0.65133
C41 1.73964 0.38178 1.00323
H48 -1.75154 -4.39641 1.34140
H49 1.05394 -2.33737 4.32880
C42 -1.73800 -1.66527 2.35821
H50 1.05337 -1.73874 -3.82631
C43 0.43240 -0.12601 6.80889
H51 -1.50219 0.30768 7.62118
C44 -5.17291 0.70986 -1.52891
C45 3.41148 1.74711 -2.08665
H52 1.51213 -6.58306 4.32049
H53 3.60569 2.51590 -2.83385
C46 -0.01039 1.62181 3.33730
C47 3.95410 -0.56177 0.84451
C48 0.89035 4.51455 -0.74825
C49 1.95519 5.29589 -1.19434
C50 -0.48113 -4.10531 -4.58328
O3 1.10090 0.26995 -2.33581
C51 0.63583 -6.55511 2.36623
H54 4.59595 -1.41974 0.70300
C52 0.68186 3.62624 -3.01569
C53 -0.72392 1.34140 2.16952

Atoms 1-3, force components in eV/Å:
-0.01 0.00 0.01
-0.32 -0.03 -0.31
-0.01 -0.01 -0.02

Löwdin atomic charge list, values in e, 6 entries: -0.061, -0.078, 0.026, 0.121, -0.387, 0.100